Record 1
{"formula": "C44H51NO4P2STi", "method": "ωB97M-V/def2-TZVPD", "charge": 3, "relative_energy_kcal_mol": 0.0, "fmax_ev_per_a": 1.5, "spin_multiplicity": 2, "total_energy_ha": -3992.52033, "homo_lumo_gap_ha": [0.19912, 0.21365], "elements": ["Ti", "C", "C", "O", "C", "C", "H", "H", "H", "H", "H", "H", "H", "H", "H", "H", "C", "C", "N", "O", "H", "H", "H", "H", "H", "C", "O", "H", "H", "H", "H", "O", "S", "C", "C", "C", "C", "C", "C", "C", "C", "C", "C", "C", "C", "H", "H", "H", "H", "H", "H", "H", "H", "H", "H", "C", "P", "C", "C", "C", "C", "C", "C", "C", "C", "C", "C", "C", "C", "P", "C", "C", "C", "C", "C", "C", "C", "C", "C", "C", "C", "C", "H", "H", "H", "H", "H", "H", "H", "H", "H", "H", "H", "H", "H", "H", "H", "H", "H", "H", "H", "H", "H", "H"], "xyz": [[-1.539692, 0.579341, 0.097158], [-4.030957, 2.379365, -1.516466], [-4.517935, 1.774027, -0.219982], [-3.425632, 1.316338, 0.665203], [-3.832532, 1.403617, 2.049994], [-3.630597, 2.790607, 2.624454], [-4.904328, 2.565517, -2.170770], [-3.489641, 3.315604, -1.383056], [-3.356415, 1.685216, -2.065858], [-5.128627, 0.891782, -0.410109], [-5.128917, 2.491230, 0.331670], [-3.212199, 0.678459, 2.618760], [-4.888120, 1.121138, 2.109503], [-2.596412, 3.081854, 2.531802], [-3.922585, 2.812378, 3.670359], [-4.267805, 3.545032, 2.115649], [-1.169583, 4.610870, 0.284706], [-0.734810, 3.544323, -0.660698], [-0.057274, 3.828063, -1.720269], [-1.151816, 2.363556, -0.460317], [-1.066772, 5.616480, -0.086762], [-0.630175, 4.515346, 1.222528], [-2.232286, 4.403430, 0.469606], [0.208754, 4.775061, -1.917931], [0.168486, 3.106934, -2.425613], [-0.778778, -1.988144, 1.763963], [-1.326294, -0.621932, 1.896372], [-1.612060, -2.684736, 1.726802], [-0.086676, -2.162121, 2.577763], [-0.271757, -2.004542, 0.786708], [-1.770571, -0.595863, 2.728598], [-2.372745, -0.792816, -0.953958], [-3.442820, -1.680074, -1.706280], [-4.898320, -1.774808, -0.687465], [-6.089386, -1.822531, -1.406506], [-7.282365, -1.933276, -0.725112], [-7.257996, -2.127697, 0.648086], [-6.078449, -2.039780, 1.396979], [-4.882216, -1.864830, 0.716836], [-2.889693, -3.336883, -1.700616], [-3.108994, -4.286760, -0.676578], [-2.566332, -5.544935, -0.799378], [-1.867254, -5.899991, -1.960596], [-1.614146, -4.970258, -2.937458], [-2.109699, -3.665854, -2.820039], [-6.040168, -1.741783, -2.475209], [-8.241880, -1.927120, -1.229991], [-8.175427, -2.340622, 1.140641], [-6.101419, -2.163824, 2.493037], [-3.913523, -1.751334, 1.213127], [-3.735796, -4.015009, 0.147307], [-2.788133, -6.292355, -0.057090], [-1.507807, -6.917360, -2.074254], [-1.066657, -5.317469, -3.808081], [-1.996332, -2.937927, -3.612542], [2.390423, -0.858112, 0.419754], [1.192584, 0.455288, -0.017078], [1.537564, 0.989604, -1.721750], [0.575752, 0.615845, -2.705966], [0.701898, 1.059234, -4.001634], [1.761989, 1.903080, -4.339656], [2.728777, 2.268444, -3.412973], [2.654772, 1.767616, -2.100890], [1.566519, 1.771090, 1.181418], [1.233968, 1.488070, 2.491684], [1.436811, 2.442628, 3.497993], [2.000548, 3.654910, 3.167780], [2.308338, 3.953665, 1.861416], [2.082811, 3.022170, 0.834386], [3.881745, -0.306509, 1.462505], [4.928020, 0.284427, 0.106985], [5.221318, -0.515938, -1.013645], [5.920655, 0.000233, -2.082649], [6.387175, 1.287447, -2.068854], [6.177558, 2.085256, -0.950053], [5.454394, 1.582839, 0.127715], [4.658796, -1.914175, 1.804069], [6.041479, -1.894738, 2.006845], [6.725232, -3.018810, 2.393518], [6.014902, -4.195546, 2.581377], [4.628281, -4.244852, 2.437078], [3.920270, -3.099058, 2.044246], [2.687401, -1.407009, -0.495955], [1.902598, -1.620691, 1.013178], [-0.278447, 0.005993, -2.401007], [0.009697, 0.808704, -4.771630], [1.848501, 2.200990, -5.383405], [3.585007, 2.853688, -3.715812], [3.456256, 1.950412, -1.379528], [0.830652, 0.518766, 2.789406], [1.217588, 2.215165, 4.566077], [2.147723, 4.395865, 3.954719], [2.738981, 4.921671, 1.622616], [2.355428, 3.224788, -0.195614], [4.899311, -1.547858, -1.017329], [6.192255, -0.640867, -2.888620], [6.978591, 1.652796, -2.908711], [6.587287, 3.102653, -0.967289], [5.284067, 2.194466, 1.009717], [6.569756, -0.969013, 1.800215], [7.800536, -3.005350, 2.494674], [6.515064, -5.098776, 2.926068], [4.110434, -5.160067, 2.669526], [2.840304, -3.173408, 1.916437]], "atomic_forces_ev_per_a": [[-0.10, -0.73, 0.18], [0.28, -0.48, -0.53], [-0.08, -0.07, -0.20], [-0.28, 0.31, -0.15], [0.06, -0.04, 0.82], [-0.68, 0.33, -0.58], [0.42, -0.07, 0.38], [-0.16, 0.02, 0.08], [-0.42, 0.32, 0.24], [-0.04, -0.03, 0.01], [0.20, -0.05, 0.05], [-0.60, 0.37, -0.40], [0.22, -0.27, 0.04], [0.40, 0.19, 0.10], [0.06, -0.09, 0.14], [0.40, -0.44, 0.21], [-0.47, -0.49, 0.13], [-0.59, 0.62, 0.39], [0.46, -0.52, -1.32], [0.27, -0.59, 0.18], [0.19, 0.26, -0.24], [0.11, -0.08, 0.17], [0.25, 0.21, 0.12], [0.11, 0.28, -0.03], [-0.06, 0.41, 0.56], [-0.08, 0.52, -0.94], [0.56, -0.41, -1.30], [0.08, -0.13, 0.22], [0.05, -0.16, 0.09], [-0.10, -0.10, 0.51], [-0.58, 0.33, 0.96], [0.27, -0.03, 0.54], [-0.58, -0.01, 0.01], [-0.12, 0.01, 0.59], [0.62, 0.43, -0.02], [-0.25, -0.47, 0.35], [0.45, 0.31, 0.09], [0.05, -0.31, 0.05], [0.59, 0.43, -0.50], [1.09, -0.64, 0.03], [0.14, 0.80, -0.59], [-0.34, -0.15, -0.45], [0.02, -0.14, 0.88], [0.01, 0.40, -0.56], [-0.40, -0.44, 0.17], [-0.23, 0.05, -0.42], [0.20, -0.08, -0.13], [-0.62, 0.03, 0.44], [0.03, 0.12, -0.73], [-0.39, -0.18, 0.09], [-0.18, -0.10, 0.41], [0.07, -0.10, 0.19], [-0.04, 0.11, 0.00], [-0.06, 0.42, -0.04], [0.21, -0.04, -0.08], [0.34, -0.60, -0.23], [0.01, -0.13, -0.25], [0.07, 0.17, -0.63], [0.35, 0.32, 1.22], [0.59, 0.56, 0.09], [0.08, -0.09, -0.39], [0.02, -0.67, 0.54], [-0.54, -0.30, -0.15], [-0.30, 0.38, -0.98], [-0.29, 0.23, 1.36], [-0.14, -1.02, 0.54], [-0.26, 0.59, 0.74], [0.20, 0.05, -1.21], [0.14, 0.04, 0.78], [-0.25, 0.06, -0.11], [0.60, 0.29, -0.97], [-0.45, 0.30, 0.66], [0.03, -0.73, 0.21], [0.46, 0.91, 0.07], [0.14, 0.43, -0.36], [-0.28, -0.02, 0.29], [-0.79, -0.81, 0.23], [-0.41, 0.63, -0.43], [-0.03, -0.60, -0.18], [-0.29, -0.52, 0.53], [0.13, 0.80, -0.10], [1.13, 0.03, 0.00], [-0.07, 0.47, 0.26], [-0.32, -0.03, 0.29], [0.21, 0.03, -0.19], [-0.50, -0.33, -0.30], [0.05, 0.17, 0.28], [0.00, 0.10, 0.01], [-0.23, 0.04, -0.35], [0.15, 0.14, -0.22], [0.10, 0.12, -1.04], [0.13, -0.17, -0.27], [-0.02, -0.11, -0.01], [-0.06, 0.20, 0.27], [0.01, -0.14, -0.09], [-0.03, -0.39, -0.59], [-0.19, 0.00, 0.23], [-0.22, -0.44, 0.31], [0.03, 0.04, -0.09], [0.10, -0.08, 0.13], [0.02, 0.04, 0.12], [0.05, 0.21, -0.20], [-0.12, -0.16, -0.10], [0.25, 0.15, 0.06]], "lowdin_spin": [0.958, 0.001, 0.004, 0.011, 0.004, 0.000, 0.000, 0.000, 0.000, 0.000, 0.000, 0.001, 0.000, 0.000, 0.000, 0.000, 0.000, 0.002, 0.002, 0.004, 0.000, 0.000, 0.000, 0.000, 0.000, 0.002, 0.010, 0.000, 0.000, 0.000, 0.001, 0.002, 0.000, 0.001, 0.000, 0.000, 0.000, 0.000, 0.000, -0.001, 0.000, 0.000, 0.000, 0.000, 0.000, 0.000, 0.000, 0.000, 0.000, 0.000, 0.000, 0.000, 0.000, 0.000, 0.000, -0.003, -0.006, 0.003, 0.004, 0.000, 0.000, 0.000, 0.000, -0.001, -0.001, 0.000, 0.000, 0.000, -0.001, -0.001, 0.000, 0.000, 0.000, 0.000, 0.000, 0.000, 0.000, 0.000, 0.000, 0.000, 0.000, 0.000, 0.000, 0.000, 0.002, 0.000, 0.000, 0.000, 0.000, 0.000, 0.000, 0.000, 0.000, 0.000, 0.000, 0.000, 0.000, 0.000, 0.000, 0.000, 0.000, 0.000, 0.000, 0.000]}

Record 2
{"formula": "C13H23ClN4O2PSTl", "method": "ωB97M-V/def2-TZVPD", "charge": 2, "relative_energy_kcal_mol": 28.9, "fmax_ev_per_a": 0.9, "spin_multiplicity": 1, "total_energy_ha": -2250.40192, "homo_lumo_gap_ha": 0.21582, "elements": ["Tl", "C", "P", "C", "C", "O", "H", "H", "H", "H", "H", "H", "H", "H", "H", "S", "C", "N", "C", "C", "N", "H", "H", "H", "H", "H", "H", "N", "C", "O", "C", "C", "C", "C", "N", "C", "H", "H", "H", "H", "H", "H", "Cl", "C", "H", "H"], "xyz": [[0.504334, -0.227883, 1.614788], [0.936408, -4.507816, 2.469493], [-0.314153, -3.901409, 1.322398], [-1.914918, -4.302699, 2.025957], [-0.143360, -4.842267, -0.201411], [-0.154517, -2.412158, 1.054829], [0.801142, -5.571978, 2.657390], [0.855876, -3.974593, 3.416153], [1.930063, -4.344463, 2.054807], [-1.975871, -5.371508, 2.227101], [-2.716752, -4.016530, 1.341986], [-2.048564, -3.762483, 2.962724], [-0.281072, -5.906135, -0.012563], [0.846081, -4.678859, -0.625371], [-0.895893, -4.509785, -0.915082], [2.343971, 0.051499, -0.847570], [3.911215, -0.133387, -1.534418], [4.141817, -0.437418, -2.801926], [5.570752, -0.545022, -3.099937], [6.218347, -0.276332, -1.720849], [5.052466, -0.032751, -0.869154], [3.398825, -0.550484, -3.471637], [5.860306, 0.195896, -3.845193], [5.807189, -1.538177, -3.480267], [6.870071, 0.596943, -1.733182], [6.784045, -1.133419, -1.356237], [5.087831, 0.198926, 0.109101], [-6.346935, -1.850413, 0.907091], [-5.016929, -1.870867, 0.725679], [-4.411574, -2.871230, 0.377270], [-4.258931, -0.591731, 0.978749], [-4.809071, 0.633012, 1.332399], [-3.965300, 1.718203, 1.528485], [-2.604441, 1.533822, 1.367118], [-2.064347, 0.363902, 1.020479], [-2.879129, -0.665976, 0.835333], [-6.858006, -2.699058, 0.726226], [-6.860115, -1.035585, 1.183170], [-5.873555, 0.767672, 1.458345], [-4.355865, 2.685383, 1.806844], [-1.918291, 2.356232, 1.534229], [-2.424150, -1.603104, 0.543651], [1.386338, 3.579498, 0.252807], [1.029483, 2.536344, -0.953133], [1.799411, 2.204687, -1.614235], [-0.001079, 2.234486, -1.072067]], "atomic_forces_ev_per_a": [[-0.23, -0.12, 0.38], [-0.11, 0.07, -0.11], [-0.02, -0.19, -0.03], [0.09, 0.07, -0.07], [-0.03, 0.08, 0.16], [0.00, -0.02, 0.07], [-0.01, -0.04, -0.01], [-0.03, 0.02, 0.02], [0.02, 0.00, -0.03], [0.00, -0.05, 0.00], [0.04, 0.00, -0.03], [0.03, 0.02, 0.05], [0.00, -0.03, 0.02], [0.03, 0.02, 0.01], [-0.04, 0.02, 0.00], [-0.35, -0.08, 0.11], [0.04, 0.28, -0.05], [-0.13, 0.09, 0.04], [0.16, -0.06, -0.13], [0.19, -0.04, -0.02], [-0.16, 0.06, 0.01], [0.03, -0.04, 0.02], [-0.01, -0.05, 0.04], [0.00, 0.06, 0.01], [-0.03, -0.06, 0.00], [-0.02, 0.05, -0.02], [0.01, -0.02, -0.02], [-0.08, -0.04, -0.02], [0.10, -0.05, -0.02], [-0.03, 0.04, 0.04], [0.01, 0.08, 0.00], [0.12, -0.05, -0.02], [0.04, -0.07, -0.03], [-0.17, 0.15, 0.08], [0.21, 0.12, 0.07], [-0.08, -0.25, -0.20], [-0.01, 0.00, 0.00], [-0.02, 0.02, 0.01], [-0.06, 0.01, 0.01], [-0.01, 0.03, 0.01], [0.02, 0.04, 0.02], [-0.02, -0.01, 0.04], [-0.07, -0.27, -0.23], [0.52, -0.05, 0.51], [0.17, 0.52, -0.70], [-0.11, -0.27, 0.03]], "nbo_charge": [0.875, -1.006, 1.951, -1.028, -1.004, -1.241, 0.266, 0.257, 0.254, 0.264, 0.296, 0.256, 0.263, 0.254, 0.267, -0.291, 0.355, -0.540, -0.232, -0.232, -0.541, 0.442, 0.230, 0.233, 0.231, 0.231, 0.439, -0.784, 0.659, -0.625, -0.172, -0.105, -0.241, 0.040, -0.536, 0.084, 0.425, 0.401, 0.225, 0.246, 0.192, 0.238, 0.309, -0.100, 0.255, 0.241]}

Record 3
{"formula": "C28H27N6OPdS3", "method": "ωB97M-V/def2-TZVPD", "charge": 1, "relative_energy_kcal_mol": 11.3, "fmax_ev_per_a": 1.0, "spin_multiplicity": 1, "total_energy_ha": -2809.14588, "homo_lumo_gap_ha": [0.23206, 0.22202], "elements": ["Pd", "S", "C", "N", "N", "C", "C", "C", "C", "C", "C", "N", "N", "C", "C", "C", "C", "C", "C", "H", "H", "H", "H", "H", "H", "H", "H", "H", "H", "H", "O", "S", "C", "C", "C", "C", "C", "C", "C", "C", "C", "C", "C", "C", "H", "H", "H", "H", "H", "H", "H", "H", "H", "H", "S", "C", "N", "C", "C", "N", "H", "H", "H", "H", "H", "H"], "xyz": [[-0.341199, -1.101932, -1.358099], [1.465390, -2.370387, -1.593190], [2.115548, -2.014314, 0.015480], [3.413439, -2.251282, 0.188314], [3.937744, -2.270870, 1.386088], [3.357634, -2.537690, 2.673340], [2.287462, -3.408308, 2.826270], [1.820359, -3.679955, 4.098657], [2.413340, -3.091441, 5.214556], [3.488864, -2.237782, 5.047083], [3.967216, -1.960087, 3.769373], [1.341748, -1.543656, 1.009258], [0.157925, -1.256236, 0.623072], [-0.763151, -0.954881, 1.686865], [-2.066362, -0.628228, 1.354471], [-2.985304, -0.351602, 2.357196], [-2.602713, -0.404250, 3.688566], [-1.292717, -0.739500, 4.015337], [-0.370556, -1.018987, 3.022816], [4.945802, -2.236070, 1.353967], [1.831748, -3.880525, 1.965074], [0.992275, -4.365794, 4.223550], [2.042829, -3.311716, 6.206790], [3.962456, -1.779905, 5.905301], [4.803530, -1.283865, 3.631128], [-2.369916, -0.591553, 0.315162], [-4.003414, -0.093428, 2.096400], [-3.320874, -0.191442, 4.469590], [-0.987569, -0.788600, 5.052898], [0.645022, -1.289083, 3.271011], [-1.375070, 1.033849, -1.290321], [-0.094869, 1.633416, -0.688216], [-0.081210, 3.399132, -0.856509], [-0.739261, 4.010004, -1.915978], [-0.635871, 5.383525, -2.053412], [0.119031, 6.121133, -1.145228], [0.759439, 5.493509, -0.086878], [0.651970, 4.117051, 0.073071], [1.184274, 1.355344, -1.914313], [0.828020, 1.026220, -3.207156], [1.833752, 0.775950, -4.132334], [3.164411, 0.866884, -3.758495], [3.502368, 1.223268, -2.455489], [2.511091, 1.467209, -1.522074], [-1.317208, 3.418933, -2.615391], [-1.139332, 5.882341, -2.871328], [0.198879, 7.194312, -1.260535], [1.331156, 6.074365, 0.624478], [1.128152, 3.617726, 0.908603], [-0.213191, 0.995704, -3.498921], [1.568472, 0.501401, -5.144916], [3.943590, 0.662581, -4.480802], [4.542386, 1.306305, -2.168086], [2.769965, 1.724839, -0.500780], [-1.493568, -2.009589, -3.317250], [-3.105120, -1.572645, -2.953502], [-4.140575, -2.362146, -3.243900], [-5.410175, -1.829701, -2.745383], [-5.014550, -0.389620, -2.359443], [-3.550330, -0.443087, -2.412166], [-4.000261, -3.304580, -3.564501], [-5.753390, -2.404824, -1.886115], [-6.177306, -1.856252, -3.513930], [-5.363830, -0.115087, -1.367612], [-5.391652, 0.338485, -3.076299], [-2.926726, 0.297405, -2.115209]], "atomic_forces_ev_per_a": [[-0.80, -0.63, -0.04], [-0.13, -0.08, 0.07], [1.01, -0.12, -0.12], [-0.88, 0.16, 0.01], [0.14, 0.01, 0.37], [0.21, 0.15, -0.54], [0.00, -0.27, 0.11], [0.03, -0.04, 0.01], [-0.03, -0.03, -0.05], [0.06, 0.05, -0.06], [0.00, 0.12, 0.25], [-0.61, -0.30, -0.56], [0.15, 0.64, 0.78], [0.46, -0.02, -0.40], [-0.30, 0.03, -0.08], [0.02, 0.00, -0.04], [0.02, -0.01, 0.00], [0.01, 0.01, -0.03], [0.05, 0.05, 0.08], [-0.02, -0.17, 0.04], [0.03, 0.02, 0.06], [0.01, 0.01, 0.00], [-0.01, 0.00, -0.01], [0.00, -0.01, -0.01], [-0.03, -0.03, 0.01], [0.01, 0.00, 0.04], [0.01, -0.01, -0.01], [0.02, 0.00, -0.01], [0.00, 0.00, -0.02], [-0.01, 0.02, 0.02], [0.42, 0.13, 0.12], [0.36, 0.05, 0.05], [-0.66, 0.07, -0.16], [0.07, 0.09, 0.06], [0.00, 0.03, 0.01], [-0.02, -0.03, -0.01], [-0.01, -0.02, -0.01], [-0.04, 0.07, 0.01], [0.00, -0.07, 0.14], [0.04, 0.18, -0.26], [-0.07, -0.02, -0.03], [0.02, 0.02, 0.11], [0.06, -0.02, -0.12], [-0.05, -0.13, 0.09], [0.02, 0.00, 0.01], [0.01, 0.00, 0.02], [0.00, -0.02, 0.00], [0.00, -0.01, -0.01], [-0.01, -0.01, -0.01], [-0.01, -0.13, 0.03], [0.01, 0.03, 0.00], [-0.01, 0.01, 0.01], [-0.02, -0.02, 0.00], [-0.03, -0.01, -0.02], [0.29, 0.30, 0.19], [0.09, 0.02, -0.09], [-0.08, -0.05, -0.12], [0.13, 0.03, -0.04], [0.11, -0.06, -0.03], [0.01, 0.01, 0.25], [-0.02, -0.01, 0.03], [0.00, -0.02, 0.04], [-0.02, 0.01, -0.03], [0.00, 0.00, 0.04], [0.01, 0.03, -0.03], [-0.03, 0.02, -0.08]], "nbo_charge": [0.615, 0.007, 0.079, -0.151, -0.332, 0.184, -0.244, -0.196, -0.211, -0.193, -0.252, -0.210, -0.252, 0.164, -0.231, -0.206, -0.192, -0.184, -0.239, 0.399, 0.230, 0.227, 0.226, 0.227, 0.222, 0.220, 0.219, 0.226, 0.225, 0.245, -1.028, 1.242, -0.185, -0.231, -0.179, -0.184, -0.194, -0.233, -0.175, -0.262, -0.179, -0.185, -0.189, -0.243, 0.232, 0.227, 0.229, 0.230, 0.229, 0.243, 0.228, 0.229, 0.227, 0.224, -0.183, 0.340, -0.569, -0.225, -0.224, -0.585, 0.433, 0.208, 0.223, 0.218, 0.211, 0.458]}